Entry 1:
This record from the Open Molecules 2025 dataset describes a structure of composition C25H25F4N5O4SSn at a distorted geometry. The level of theory is ωB97M-V with the def2-TZVPD basis set.

Summary:
- gap between HOMO and LUMO (eV) = 7.9
- energy (a.u.) = -2554.32609
- strongest force on any atom (eV/A) = 4.2
- lowest unoccupied orbital energy (Ha) = 0.0046
- energy above the lowest of the compared OMol25 structures with the same formula, charge and spin (kcal/mol) = 29.3
- HOMO (eV) = -7.7

Atoms and positions in Å:
Sn: -0.2375 -0.0368 0.4864
C: -2.6846 1.3419 -1.0278
N: -1.4053 1.8459 -0.5338
C: -0.6682 2.5315 -1.5751
C: -1.5049 2.7299 0.6537
C: -0.2019 2.9216 1.4228
N: 0.2601 1.6035 1.8806
C: 1.4090 1.5173 2.5646
C: 2.0534 0.2922 2.6776
F: 1.4447 -0.8396 2.2026
C: 3.1412 0.0891 3.4596
F: 3.5573 -1.1800 3.6020
C: 3.7355 1.0575 4.1645
C: 3.1066 2.3198 4.1020
F: 3.5782 3.3078 4.8956
C: 2.0179 2.5552 3.2806
F: 1.4599 3.8310 3.3697
H: -3.0821 1.9775 -1.6846
H: -3.4214 1.2502 -0.2587
H: -2.5701 0.3587 -1.3637
H: -1.1364 3.4189 -1.9527
H: -0.4401 1.9073 -2.4664
H: 0.2283 2.9011 -1.1297
H: -2.2166 2.1780 1.2938
H: -1.8818 3.7011 0.2761
H: -0.3588 3.5837 2.2263
H: 0.5227 3.4309 0.8408
H: 4.5306 0.9424 4.9180
C: -3.5465 -2.2868 3.8626
C: -3.6221 -1.9292 2.3724
O: -3.0068 -0.9656 1.9478
N: -4.4894 -2.7070 1.6037
C: -4.5656 -2.5167 0.1580
C: -3.2530 -2.8035 -0.6137
C: -3.1250 -2.3253 -1.9403
C: -1.9040 -2.6297 -2.6474
C: -0.9391 -3.3650 -1.9231
C: -1.2462 -3.8978 -0.6852
N: -2.3862 -3.5519 -0.0859
H: -4.4774 -2.6519 4.2820
H: -3.1532 -1.4133 4.3011
H: -2.7932 -3.0536 3.9360
H: -4.7682 -3.5980 2.0126
H: -4.7943 -1.4767 -0.0474
H: -5.4754 -3.0686 -0.1574
H: -3.9104 -1.8350 -2.4459
H: -1.7956 -2.2560 -3.6972
H: -0.0087 -3.6516 -2.4586
H: -0.5610 -4.5155 -0.1387
O: 2.5742 2.2094 -0.3018
C: 2.4955 1.2217 -0.9830
N: 1.6504 0.1770 -0.7213
S: 1.6402 -0.8978 -1.9607
O: 1.7846 -2.2506 -1.4866
O: 0.5068 -0.6021 -2.8661
C: 3.0399 -0.2319 -2.8104
C: 3.6544 -0.7529 -3.9316
C: 4.7852 -0.0515 -4.4063
C: 5.1705 1.1659 -3.7187
C: 4.4705 1.6741 -2.6276
C: 3.3807 0.9109 -2.1426
H: 3.3897 -1.7167 -4.3252
H: 5.3238 -0.2605 -5.2819
H: 6.0178 1.6621 -4.1713
H: 4.7015 2.7036 -2.2251

Force components x, y, z for each atom (eV/Å):
Sn -0.46 0.17 0.36
C 1.13 -1.04 3.06
N 0.84 -0.17 0.48
C 0.77 -0.60 -0.98
C -0.65 -0.18 -0.12
C -0.72 -1.50 -0.44
N -0.96 -0.15 -1.58
C 0.09 0.28 0.01
C -0.45 -0.36 0.18
F -0.03 0.35 -0.32
C 0.29 -1.91 -0.03
F 0.21 -0.16 -0.10
C 0.55 2.91 1.80
C 0.51 -0.54 -0.13
F -0.25 -0.32 -0.50
C 0.28 1.43 1.11
F 0.52 -1.41 -0.27
H -1.46 2.39 -3.12
H -0.24 0.05 1.03
H 0.27 -1.41 -1.16
H -1.01 0.60 -0.12
H -0.08 0.03 0.82
H 0.97 -0.05 0.03
H 0.07 0.78 0.06
H -0.16 -0.25 0.62
H -0.69 0.64 1.11
H 1.00 0.29 -0.91
H -0.41 -0.27 -0.74
C -0.05 -0.64 -1.75
C -1.09 -0.50 0.15
O -0.32 -0.26 -0.42
N 1.03 0.66 0.49
C -0.01 -0.02 0.37
C -2.81 1.38 -2.26
C 2.73 -1.23 -0.35
C -1.90 0.61 1.44
C 0.44 -0.68 -2.01
C -0.39 1.50 -0.73
N 1.95 -2.34 2.55
H -0.09 0.15 0.08
H 0.15 0.92 0.95
H 0.30 -0.47 0.22
H 0.19 0.50 -0.40
H -0.13 0.33 0.19
H 0.87 -0.04 -0.27
H -0.80 0.68 -0.34
H 0.24 -0.54 1.21
H -0.68 0.33 0.73
H 0.19 -0.27 0.12
O 0.05 0.94 0.24
C 0.42 -0.53 0.31
N -0.48 -0.37 -0.41
S -1.40 0.27 -1.64
O 0.18 0.54 -0.10
O 1.01 -0.60 1.31
C -0.25 -0.75 0.71
C 1.76 0.50 -0.27
C -1.49 1.95 2.71
C -0.67 -1.43 -0.97
C -0.25 0.68 0.11
C 1.37 1.18 -1.01
H -0.34 -0.09 -0.27
H 0.53 -0.80 -0.93
H 0.00 0.38 0.31
H -0.20 -1.51 -0.22

Löwdin atomic charge list, values in e, 6 entries: 1.395 -0.070 -0.366 -0.081 -0.173 -0.211

=====

Entry 2:
This record from the Open Molecules 2025 dataset describes a structure of composition C25H25F8NOP2SnTe4. The level of theory is ωB97M-V with the def2-TZVPD basis set.

Summary:
- gap between HOMO and LUMO (eV) = 6.8
- energy (a.u.) = -3865.79906
- strongest force on any atom (eV/A) = 0.8
- lowest unoccupied orbital energy (Ha) = -0.0189
- energy above the lowest of the compared OMol25 structures with the same formula, charge and spin (kcal/mol) = 0.0
- HOMO (eV) = -7.4

Atoms and positions in Å:
Sn: 1.4261 -0.9024 -0.3284
F: 5.2161 -1.4748 -4.2367
C: 4.2176 -0.7373 -3.7268
C: 3.4397 -1.2581 -2.7115
C: 2.4069 -0.4886 -2.2100
C: 2.1445 0.7911 -2.7132
C: 2.9848 1.2717 -3.7136
F: 2.8190 2.5151 -4.2148
C: 4.0227 0.5315 -4.2361
C: 0.9498 1.5012 -2.2088
C: 0.3528 2.5960 -2.8348
C: -0.8502 3.0796 -2.3584
C: -1.4607 2.4665 -1.2761
C: -0.8125 1.4001 -0.6932
N: 0.3652 0.9566 -1.1280
H: 3.6539 -2.2464 -2.3215
H: 4.6545 0.9324 -5.0149
H: 0.8124 3.0376 -3.7019
H: -1.3239 3.9180 -2.8526
H: -2.4224 2.7866 -0.9010
H: -1.2492 0.8567 0.1292
Te: 2.0472 -3.5739 0.2540
Te: 4.7084 -3.3907 0.6609
Te: 4.5617 -1.4051 2.4885
Te: 3.6243 0.4961 0.8378
C: 0.7411 -1.1964 3.3776
P: -0.3275 -1.0439 1.9003
C: -1.2230 -2.6239 1.9493
C: -1.6229 0.1680 2.4388
C: -2.9555 -0.2335 2.5485
C: -3.9432 0.6615 2.9314
C: -3.6164 1.9767 3.2214
C: -2.2967 2.3876 3.1208
C: -1.2948 1.5043 2.7292
P: 0.4526 2.0037 2.5069
C: 0.9830 2.2162 4.2551
C: 0.2993 3.7682 2.0056
H: 0.1981 -0.9106 4.2785
H: 1.6252 -0.5745 3.2636
H: 1.0708 -2.2322 3.4632
H: -1.6294 -2.7927 2.9479
H: -0.5073 -3.4123 1.7205
H: -2.0092 -2.6389 1.2021
H: -3.2467 -1.2474 2.3198
H: -4.9701 0.3262 2.9972
H: -4.3840 2.6784 3.5211
H: -2.0411 3.4166 3.3450
H: 0.3951 2.9777 4.7705
H: 2.0361 2.5022 4.2690
H: 0.8833 1.2718 4.7871
H: 0.0203 4.4238 2.8322
H: -0.4402 3.8618 1.2111
H: 1.2601 4.1007 1.6103
C: -1.4229 -3.8359 -1.7265
C: -1.1503 -2.3465 -1.9675
O: -0.4462 -1.7842 -0.9412
C: -0.4065 -2.2120 -3.3153
F: -1.1652 -2.6201 -4.3510
F: -0.0223 -0.9539 -3.5785
F: 0.7017 -2.9679 -3.3072
C: -2.5143 -1.6038 -2.0815
F: -3.0700 -1.4626 -0.8613
F: -3.4104 -2.2612 -2.8346
F: -2.4010 -0.3667 -2.5920
H: -0.4712 -4.3254 -1.5279
H: -1.9053 -4.3139 -2.5771
H: -2.0619 -3.9446 -0.8508

Force components x, y, z for each atom (eV/Å):
Sn -0.31 -0.62 -0.34
F 0.00 -0.01 0.00
C -0.01 -0.02 0.01
C -0.03 -0.03 0.01
C 0.09 0.11 0.05
C 0.09 -0.01 -0.03
C -0.01 -0.04 0.02
F 0.00 0.02 -0.01
C 0.01 0.00 -0.02
C -0.07 0.04 0.03
C 0.02 -0.02 0.00
C -0.01 0.03 -0.02
C -0.03 0.01 0.05
C 0.07 0.03 -0.04
N 0.01 0.15 -0.03
H 0.01 0.02 -0.01
H 0.00 0.00 0.00
H 0.00 0.00 0.00
H 0.00 0.00 0.00
H 0.01 0.00 0.01
H -0.03 -0.01 0.04
Te 0.07 -0.02 -0.03
Te 0.00 0.09 0.09
Te 0.06 -0.07 -0.05
Te -0.12 0.03 0.15
C -0.03 -0.07 0.01
P 0.14 0.38 0.21
C 0.05 -0.01 -0.01
C -0.11 -0.05 0.01
C 0.04 -0.01 -0.07
C -0.01 0.04 0.01
C -0.03 -0.03 0.00
C 0.05 -0.02 0.00
C 0.01 -0.06 0.03
P 0.04 0.03 -0.12
C 0.02 0.01 -0.01
C 0.01 -0.01 0.03
H -0.02 -0.06 0.01
H 0.04 0.07 0.01
H 0.02 0.00 -0.04
H -0.03 0.00 -0.01
H -0.01 0.00 -0.01
H -0.05 -0.01 -0.07
H 0.01 -0.04 -0.01
H 0.00 0.00 0.00
H 0.00 0.00 0.00
H 0.00 0.00 0.00
H -0.01 -0.01 0.00
H -0.01 0.02 0.00
H 0.02 0.00 0.02
H -0.03 0.00 -0.01
H 0.01 -0.01 -0.06
H 0.01 0.00 0.03
C -0.02 0.03 0.05
C 0.01 0.05 -0.16
O 0.09 0.20 0.29
C -0.02 -0.05 -0.05
F 0.07 0.02 0.02
F -0.14 -0.08 -0.04
F -0.02 0.01 -0.01
C -0.01 -0.01 0.05
F 0.05 -0.07 0.06
F 0.02 0.00 -0.03
F 0.04 0.00 0.01
H 0.00 0.00 -0.01
H -0.01 0.01 -0.01
H 0.01 0.01 0.00

Löwdin atomic charge list, values in e, 6 entries: 0.465 0.079 -0.253 -0.062 -0.317 -0.160

=====

Entry 3:
This record from the Open Molecules 2025 dataset describes the molecule C25H25FN4O2. The level of theory is ωB97M-V with the def2-TZVPD basis set.

Summary:
- gap between HOMO and LUMO (eV) = 8.6
- energy (a.u.) = -1437.07036
- strongest force on any atom (eV/A) = 0.9
- lowest unoccupied orbital energy (Ha) = 0.0239
- SMILES = O=C(NCc1ccco1)C1CCN(c2nc3ccccc3n2Cc2ccccc2F)CC1
- HOMO (eV) = -8.0

Atoms and positions in Å:
O: -3.6040 -0.7014 2.3955
C: -3.3895 -0.3410 1.2519
N: -2.7689 0.8142 0.9536
H: -2.4230 1.0052 0.0128
C: -2.2517 1.6726 1.9995
C: -0.7590 1.6617 2.0499
C: 0.1304 0.6439 2.2324
C: 1.4186 1.2291 2.1734
C: 1.2144 2.5564 1.9639
O: -0.0979 2.8271 1.8825
H: 1.8932 3.3779 1.8543
H: 2.3619 0.7314 2.2749
H: -0.1114 -0.3842 2.4053
H: -2.6696 1.3001 2.9413
H: -2.5869 2.7000 1.8278
C: -3.8911 -1.2033 0.0870
C: -3.9394 -0.5546 -1.3037
C: -2.7872 -1.0457 -2.1915
N: -1.5371 -1.2579 -1.4868
C: -0.7436 -0.1521 -1.3338
N: -1.1887 1.0789 -1.3761
C: -0.0809 1.8840 -1.2990
C: 0.0103 3.2680 -1.3026
C: 1.2703 3.8251 -1.2256
C: 2.4099 3.0289 -1.1416
C: 2.3345 1.6481 -1.1239
C: 1.0759 1.0792 -1.2057
N: 0.6262 -0.2298 -1.2200
C: 1.4400 -1.4024 -1.4546
C: 2.5818 -1.5466 -0.4811
C: 2.3715 -1.9217 0.8393
C: 3.4001 -2.0324 1.7563
C: 4.6951 -1.7756 1.3444
C: 4.9429 -1.4331 0.0257
C: 3.8968 -1.3226 -0.8732
H: 4.0996 -1.0628 -1.9024
H: 5.9539 -1.2497 -0.3043
H: 5.5082 -1.8538 2.0493
H: 3.1739 -2.3207 2.7707
F: 1.1206 -2.2190 1.2464
H: 0.7844 -2.2733 -1.3939
H: 1.8515 -1.3468 -2.4715
H: 3.2276 1.0506 -1.0426
H: 3.3801 3.5004 -1.0855
H: 1.3785 4.8997 -1.2280
H: -0.8784 3.8754 -1.3627
C: -1.6187 -2.2337 -0.4004
C: -3.0629 -2.4943 0.0377
H: -3.0487 -2.9498 1.0284
H: -3.5423 -3.1943 -0.6494
H: -1.1757 -3.1855 -0.7261
H: -1.0474 -1.8615 0.4502
H: -3.0502 -2.0061 -2.6457
H: -2.6008 -0.3279 -2.9911
H: -3.9140 0.5310 -1.2272
H: -4.8772 -0.8214 -1.7947
H: -4.9059 -1.4837 0.3906

Force components x, y, z for each atom (eV/Å):
O -0.01 -0.32 0.42
C -0.33 0.05 -0.37
N 0.07 0.24 -0.06
H -0.18 -0.07 0.09
C -0.01 0.12 0.12
C 0.00 -0.81 0.15
C -0.55 0.36 -0.05
C 0.09 0.56 -0.01
C 0.68 -0.50 0.18
O -0.38 0.32 0.02
H 0.00 0.17 -0.06
H 0.24 -0.03 0.00
H -0.12 -0.23 0.03
H 0.07 0.18 -0.16
H 0.01 -0.08 0.11
C -0.06 -0.16 0.15
C 0.18 -0.07 -0.08
C -0.29 0.13 -0.30
N 0.05 0.06 0.06
C 0.10 0.27 -0.21
N -0.37 -0.23 -0.19
C 0.67 -0.23 -0.06
C 0.03 -0.15 -0.02
C 0.01 0.17 0.00
C 0.13 0.00 -0.08
C 0.19 -0.11 -0.09
C -0.24 0.65 0.04
N -0.31 0.06 0.20
C 0.06 -0.24 -0.14
C -0.11 -0.07 0.12
C 0.27 0.01 -0.09
C -0.22 -0.01 -0.01
C -0.03 0.01 -0.05
C 0.14 0.04 -0.06
C -0.05 -0.15 0.12
H -0.02 0.06 -0.10
H 0.09 0.02 -0.03
H 0.07 -0.02 0.07
H -0.05 -0.04 0.10
F 0.02 0.04 -0.06
H 0.07 0.11 -0.10
H -0.06 -0.08 0.14
H 0.05 0.02 0.02
H 0.08 0.04 0.01
H 0.01 0.09 0.00
H -0.12 0.07 -0.01
C 0.09 -0.43 0.15
C -0.02 0.11 0.03
H -0.03 -0.06 -0.05
H -0.01 -0.03 0.03
H 0.03 0.08 0.18
H 0.04 -0.03 -0.04
H -0.03 0.09 -0.04
H -0.05 -0.14 -0.01
H -0.05 0.00 -0.05
H -0.02 0.04 0.01
H 0.16 0.10 0.04

Löwdin atomic charge list, values in e, 6 entries: 0.049 -0.472 0.091 0.083 -0.078 -0.253

=====

Entry 4:
This record from the Open Molecules 2025 dataset describes the molecule C25H25FN4O4 at a distorted geometry. The level of theory is ωB97M-V with the def2-TZVPD basis set.

Summary:
- gap between HOMO and LUMO (eV) = 9.4
- energy (a.u.) = -1587.56285
- strongest force on any atom (eV/A) = 1.3
- lowest unoccupied orbital energy (Ha) = 0.0136
- SMILES = O=C(NCC(=O)N(c1ccc(F)cc1)[C@@H](C(=O)NC1CCCC1)c1ccncc1)c1ccco1
- energy above the lowest of the compared OMol25 structures with the same formula, charge and spin (kcal/mol) = 46.9
- HOMO (eV) = -9.0

Atoms and positions in Å:
O: -2.1193 -0.1694 -0.0076
C: -2.7800 -1.1171 0.3971
N: -2.2621 -2.1102 1.1500
H: -2.8491 -2.8998 1.3658
C: -0.8375 -2.2083 1.3926
H: -0.5964 -3.2474 1.6261
H: -0.5400 -1.5712 2.2292
C: -0.1061 -1.8391 0.0967
O: -0.3883 -2.4119 -0.9369
N: 0.8796 -0.9135 0.1666
C: 1.2081 -0.1151 1.2965
C: 0.2516 0.7206 1.8675
C: 0.5808 1.5353 2.9332
C: 1.8786 1.5160 3.4117
C: 2.8488 0.7073 2.8498
C: 2.5089 -0.1103 1.7876
H: 3.2623 -0.7346 1.3361
H: 3.8546 0.7254 3.2375
F: 2.2041 2.3079 4.4524
H: -0.1495 2.1895 3.3825
H: -0.7463 0.7365 1.4601
C: 1.5197 -0.5226 -1.0904
C: 2.9006 -1.1019 -1.2635
C: 3.2612 -2.2866 -0.6265
C: 4.5251 -2.8068 -0.8474
N: 5.4209 -2.2383 -1.6359
C: 5.0728 -1.1232 -2.2529
C: 3.8318 -0.5195 -2.1148
H: 3.6067 0.3906 -2.6436
H: 5.8284 -0.6911 -2.8958
H: 4.8384 -3.7259 -0.3687
H: 2.5659 -2.8001 0.0209
H: 0.8902 -0.9445 -1.8889
C: 1.4329 1.0190 -1.1766
O: 2.3957 1.7553 -1.1369
N: 0.1624 1.4351 -1.2821
H: -0.5988 0.7711 -1.2200
C: -0.2078 2.8322 -1.3446
C: -0.7543 3.2101 -2.7400
C: -2.2572 3.3979 -2.5454
H: -2.7616 2.4307 -2.5656
H: -2.6999 4.0368 -3.3079
C: -2.3437 3.9953 -1.1451
H: -2.0276 5.0394 -1.1683
H: -3.3469 3.9477 -0.7240
C: -1.3430 3.1537 -0.3551
H: -0.9779 3.6600 0.5364
H: -1.8191 2.2202 -0.0541
H: -0.3021 4.1451 -3.0705
H: -0.5185 2.4415 -3.4745
H: 0.7036 3.3924 -1.1208
C: -4.2146 -1.2330 0.1277
C: -5.0463 -0.3890 -0.5641
C: -6.3251 -0.9828 -0.5305
C: -6.1814 -2.1400 0.1752
O: -4.9154 -2.3027 0.5781
H: -6.8836 -2.9039 0.4462
H: -7.2244 -0.6040 -0.9697
H: -4.7643 0.5324 -1.0297

Force components x, y, z for each atom (eV/Å):
O -0.13 0.13 -0.13
C -0.13 -0.39 0.39
N -0.04 -0.22 0.10
H 0.02 0.08 -0.05
C 0.01 0.31 -0.06
H 0.01 0.11 -0.05
H -0.04 -0.22 -0.12
C -0.04 -0.39 0.20
O -0.10 -0.14 -0.05
N 0.38 0.06 -0.31
C -0.05 0.16 0.58
C 0.17 0.01 -0.09
C 0.19 0.06 0.18
C -0.03 -0.11 -0.11
C -0.07 0.20 0.17
C -0.17 -0.01 0.00
H 0.04 -0.04 -0.01
H 0.10 0.02 0.06
F -0.01 -0.05 -0.08
H -0.06 0.07 0.07
H -0.06 -0.01 -0.04
C -0.07 0.01 -0.25
C 0.16 -0.05 -0.02
C -0.02 0.12 -0.20
C -0.23 -0.12 0.17
N 0.51 -0.21 -0.03
C -0.16 0.20 -0.17
C -0.01 -0.13 0.06
H 0.02 0.09 -0.02
H 0.00 0.12 -0.07
H -0.06 -0.08 0.08
H -0.03 -0.03 0.07
H 0.13 0.15 0.20
C -0.06 -0.42 -0.17
O 0.28 0.18 -0.02
N -0.35 0.05 0.01
H 0.14 -0.14 0.05
C 0.24 0.15 -0.08
C -0.05 0.01 -0.04
C 0.06 0.22 -0.04
H -0.08 -0.08 -0.02
H -0.08 -0.06 -0.06
C -0.07 -0.12 0.03
H -0.03 0.08 0.00
H -0.04 0.09 0.04
C -0.02 0.14 0.02
H 0.02 -0.06 0.10
H -0.02 0.00 0.07
H 0.01 0.05 -0.04
H 0.10 0.04 -0.03
H -0.16 -0.07 -0.03
C -0.50 0.95 -0.74
C 0.72 -0.44 0.44
C -0.07 -0.51 0.28
C -0.62 0.43 -0.40
O 0.42 -0.23 0.23
H 0.00 -0.15 0.09
H -0.23 0.01 -0.06
H 0.15 0.18 -0.08

Löwdin atomic charge list, values in e, 6 entries: 0.046 -0.398 0.110 0.145 -0.042 0.141

=====

- Among the records above, which one has the lowest HOMO?
  C25H25FN4O4